[1]
Here is a molecular structure, C29H44Cl2CrO9P2Se from the Open Molecules 2025 dataset. Energies are from ωB97M-V/def2-TZVPD.

CARTESIAN COORDINATES (ANGSTROEM)
Cr 2.710 -0.920 -0.273
C -3.773 -2.679 -3.421
C -3.922 -2.158 -1.985
C -4.888 -3.080 -1.241
C -4.537 -0.751 -2.019
C -2.550 -2.098 -1.317
C -1.552 -1.295 -1.853
C -0.307 -1.240 -1.262
Se 1.026 -0.060 -1.983
C 0.649 1.473 -0.880
C -0.331 2.379 -1.219
C -0.630 3.441 -0.371
C 0.112 3.540 0.798
C 1.122 2.653 1.178
C 1.396 1.579 0.312
O 2.329 0.673 0.562
C 1.823 2.919 2.520
C 2.460 4.317 2.477
C 0.770 2.879 3.639
C 2.929 1.928 2.901
C -1.745 4.417 -0.746
C -1.928 5.516 0.300
C -1.416 5.085 -2.089
C -3.070 3.651 -0.873
C 0.036 -1.981 -0.113
O 1.259 -1.949 0.375
C -0.991 -2.752 0.482
C -2.228 -2.797 -0.159
C -0.843 -3.554 1.786
C -1.992 -3.179 2.741
C -0.926 -5.053 1.460
C 0.455 -3.311 2.565
H -4.746 -2.717 -3.917
H -3.119 -2.035 -4.011
H -3.343 -3.682 -3.423
H -5.852 -3.091 -1.755
H -4.516 -4.106 -1.206
H -5.059 -2.741 -0.217
H -5.522 -0.776 -2.495
H -4.651 -0.357 -1.007
H -3.910 -0.056 -2.579
H -1.735 -0.703 -2.743
H -0.876 2.240 -2.146
H -0.102 4.359 1.471
H 1.723 5.102 2.301
H 2.956 4.528 3.427
H 3.209 4.370 1.684
H -0.015 3.623 3.492
H 0.302 1.895 3.684
H 1.245 3.076 4.603
H 3.741 1.923 2.177
H 3.335 2.228 3.871
H 2.560 0.908 2.983
H -1.022 6.113 0.419
H -2.732 6.186 -0.012
H -2.198 5.103 1.274
H -0.480 5.642 -2.021
H -1.310 4.347 -2.885
H -2.211 5.778 -2.375
H -3.326 3.169 0.072
H -3.880 4.334 -1.145
H -3.012 2.875 -1.637
H -2.989 -3.423 0.284
H -2.977 -3.397 2.328
H -1.891 -3.742 3.672
H -1.953 -2.114 2.980
H -1.875 -5.311 0.986
H -0.119 -5.342 0.785
H -0.831 -5.642 2.376
H 0.604 -2.254 2.785
H 0.391 -3.856 3.511
H 1.338 -3.661 2.038
O 5.336 -1.770 -2.842
P 4.544 -2.881 -1.981
O 4.472 -4.154 -2.702
O 3.227 -2.192 -1.590
O 5.383 -2.941 -0.620
P 4.734 -2.989 0.894
O 3.630 -4.152 0.779
O 5.790 -3.324 1.845
O 3.964 -1.680 1.037
H 5.954 -2.198 -3.445
H 2.811 -3.792 0.405
Cl 4.954 0.504 -0.795
C 4.567 1.145 -2.400
Cl 6.005 1.732 -3.248
H 3.886 1.979 -2.280
H 4.141 0.332 -2.975

Forces on the atoms, in the same order (eV/Å):
Cr -0.1 -0.5 0.4
C 0.0 0.0 0.0
C 0.0 0.0 0.0
C 0.0 0.0 0.0
C 0.0 0.0 0.0
C 0.0 0.0 0.1
C 0.1 0.1 -0.1
C 0.0 0.0 0.0
Se -0.1 0.0 0.2
C 0.0 0.0 0.1
C 0.0 -0.1 -0.1
C 0.0 0.1 0.0
C 0.0 0.0 0.0
C 0.0 -0.1 -0.1
C -0.1 -0.1 -0.2
O 0.1 0.1 0.1
C 0.0 0.0 0.0
C 0.0 0.0 0.0
C 0.0 0.0 0.0
C 0.0 0.0 0.0
C 0.0 0.0 0.0
C 0.0 0.0 0.0
C 0.0 0.0 0.0
C 0.0 0.0 0.0
C -0.2 0.0 -0.2
O 0.3 0.1 0.0
C 0.1 0.0 0.0
C 0.0 0.0 0.0
C 0.0 0.0 0.0
C 0.0 0.0 0.0
C 0.0 0.0 0.0
C 0.0 0.0 0.0
H 0.0 0.0 0.0
H 0.0 0.0 0.0
H 0.0 0.0 0.0
H 0.0 0.0 0.0
H 0.0 0.0 0.0
H 0.0 0.0 0.0
H 0.0 0.0 0.0
H 0.0 0.0 0.0
H 0.0 0.0 0.0
H 0.0 0.0 0.0
H 0.0 0.0 0.0
H 0.0 0.0 0.0
H 0.0 0.0 0.0
H 0.0 0.0 0.0
H 0.0 0.0 0.0
H 0.0 0.0 0.0
H 0.0 0.0 0.0
H 0.0 0.0 0.0
H 0.0 0.0 0.0
H 0.0 0.0 0.0
H 0.0 0.0 0.0
H 0.0 0.0 0.0
H 0.0 0.0 0.0
H 0.0 0.0 0.0
H 0.0 0.0 0.0
H 0.0 0.0 0.0
H 0.0 0.0 0.0
H 0.0 0.0 0.0
H 0.0 0.0 0.0
H 0.0 0.0 0.0
H 0.0 0.0 0.0
H 0.0 0.0 0.0
H 0.0 0.0 0.0
H 0.0 0.0 0.0
H 0.0 0.0 0.0
H 0.0 0.0 0.0
H 0.0 0.0 0.0
H 0.0 0.0 0.0
H 0.0 0.0 0.0
H 0.0 0.0 0.0
O 0.1 0.0 0.0
P 0.1 -0.2 0.2
O 0.0 0.0 0.0
O -0.1 0.4 -0.3
O 0.0 -0.1 0.0
P 0.1 -0.1 -0.1
O 0.0 0.0 0.0
O 0.0 0.0 0.0
O -0.1 0.3 -0.1
H -0.1 0.0 0.0
H 0.0 0.0 0.0
Cl 0.1 0.0 -0.1
C 0.0 0.0 0.0
Cl 0.0 0.0 0.0
H 0.0 0.0 0.0
H 0.0 0.0 0.0

Computed properties:
Energy in hartree: -6858.08272
LUMO (alpha / beta) in eV: 2.04 / 2.04
HOMO-LUMO gap (alpha / beta) in eV: 7.6 / 7.6
2S+1: 2
<S²>: 0.762
Total charge: -1

[2]
Here is 11 unconnected molecules or ions with the total composition C29H44Cl32N2O2 in a non-equilibrium geometry from the Open Molecules 2025 dataset. Energies are from ωB97M-V/def2-TZVPD.

CARTESIAN COORDINATES (ANGSTROEM)
C 5.253 -0.834 1.306
C 4.015 -0.727 2.316
C 2.578 -0.765 1.557
C 1.695 -1.868 2.292
C 0.189 -2.017 1.809
C -0.121 -1.785 0.255
C 0.713 -2.539 -0.867
Cl 2.255 -3.508 -0.560
C 0.309 -2.563 -2.228
C 1.152 -3.341 -3.359
Cl -1.169 -1.696 -2.838
N -1.474 -2.457 0.144
C -2.523 -1.556 0.575
O -3.599 -1.887 1.110
C -1.949 -0.131 0.121
C -2.778 1.067 0.767
C -1.985 2.095 1.690
C -2.433 3.617 1.485
N -2.567 4.055 0.068
C -0.361 -0.174 0.111
C 0.480 0.631 -0.973
C 0.693 2.184 -0.680
C 1.997 2.509 0.231
O 1.652 2.780 1.600
C 1.555 4.190 1.884
H 6.199 -0.640 1.923
H 5.370 -1.880 0.864
H 5.178 -0.015 0.515
H 4.062 -1.648 2.989
H 4.104 0.179 3.016
H 2.718 -0.930 0.445
H 2.098 0.250 1.810
H 1.668 -1.568 3.404
H 2.262 -2.866 2.284
H -0.471 -1.361 2.485
H -0.133 -3.096 2.055
H 2.003 -2.679 -3.733
H 1.484 -4.370 -3.022
H 0.447 -3.516 -4.251
H -1.514 -3.436 0.444
H -2.288 -0.100 -0.980
H -3.619 0.628 1.417
H -3.332 1.607 -0.084
H -0.854 2.056 1.631
H -2.250 1.835 2.780
H -3.440 3.742 2.000
H -1.715 4.357 1.995
H -2.247 3.353 -0.609
H -1.982 4.887 -0.136
H 0.051 0.179 1.106
H 1.531 0.160 -0.995
H 0.093 0.548 -2.042
H -0.216 2.737 -0.289
H 0.932 2.668 -1.699
H 2.573 3.353 -0.284
H 2.670 1.586 0.150
H 0.478 4.522 2.114
H 2.016 4.871 1.102
H 2.150 4.367 2.854
Cl 1.380 5.508 -1.881
C 0.363 6.940 -2.087
Cl -0.295 7.004 -3.727
Cl -0.946 6.950 -0.897
H 0.978 7.822 -1.928
Cl 8.127 1.130 0.848
C 9.186 0.032 -0.048
Cl 10.297 -0.797 1.051
Cl 8.231 -1.140 -0.967
H 9.773 0.620 -0.749
Cl -1.810 -5.909 -3.328
C -2.180 -5.284 -4.941
Cl -0.795 -5.494 -6.024
Cl -3.613 -6.081 -5.603
H -2.389 -4.220 -4.855
Cl -3.346 3.072 5.105
C -4.599 4.317 4.992
Cl -3.878 5.931 5.063
Cl -5.540 4.121 3.508
H -5.270 4.204 5.840
Cl -3.599 5.011 -2.950
C -3.928 5.624 -4.576
Cl -2.509 5.429 -5.617
Cl -5.330 4.805 -5.277
H -4.154 6.685 -4.502
Cl 5.357 -5.194 3.426
C 3.736 -5.902 3.462
Cl 2.920 -5.512 4.982
Cl 2.782 -5.338 2.083
H 3.832 -6.983 3.393
Cl -4.152 -5.568 -0.887
C -5.090 -4.075 -1.031
Cl -4.515 -3.114 -2.400
Cl -6.814 -4.436 -1.204
H -4.951 -3.493 -0.121
Cl 6.086 3.999 1.104
C 7.222 5.291 0.692
Cl 8.326 4.766 -0.586
Cl 6.352 6.751 0.201
H 7.809 5.525 1.577
Cl -1.466 -11.576 -5.761
C -2.703 -10.313 -5.822
Cl -1.960 -8.709 -5.782
Cl -3.708 -10.496 -7.267
H -3.341 -10.416 -4.947
Cl -6.576 1.223 4.868
C -7.970 0.645 3.946
Cl -9.134 1.954 3.694
Cl -7.452 -0.034 2.398
H -8.458 -0.140 4.519

Forces on the atoms, in the same order (eV/Å):
C 0.1 0.5 1.1
C 0.0 -0.8 -0.4
C 0.3 0.5 2.0
C 0.4 0.1 0.4
C 1.2 -1.4 0.5
C -0.7 -1.0 0.8
C -0.7 0.4 -2.9
Cl -1.8 1.3 0.0
C 1.8 -0.8 1.7
C -1.6 0.6 -0.3
Cl 1.7 -1.1 0.6
N -1.6 2.1 0.8
C 1.2 -1.2 -0.2
O 2.6 1.1 -1.6
C -1.6 0.5 -1.0
C -0.4 0.3 0.3
C -0.1 0.6 0.9
C -0.2 0.0 0.6
N 0.8 0.2 -0.3
C 0.1 -0.6 0.8
C 0.2 -0.1 -0.4
C 1.0 0.4 -0.6
C -0.7 -0.7 -1.4
O 0.6 0.9 -1.2
C 0.2 0.8 1.6
H -1.2 -0.3 -1.0
H -0.4 1.5 0.4
H 0.2 -1.3 0.8
H 0.0 1.2 -0.7
H -0.1 -1.2 -1.2
H -0.3 0.2 1.4
H 0.6 -1.4 -0.9
H 0.0 -0.4 -1.6
H -1.0 1.5 -0.2
H 0.7 -0.7 -1.5
H 0.5 1.5 -0.3
H -1.0 -1.0 0.7
H -0.2 1.5 -0.2
H 1.0 0.4 1.3
H -0.1 0.6 -0.1
H 0.7 -0.3 1.5
H 1.2 0.4 -1.1
H 1.0 -0.7 1.3
H -1.4 -0.2 -0.2
H 0.6 0.4 -1.6
H 1.3 -0.1 -0.7
H -0.9 -1.3 -0.4
H -0.2 0.2 0.5
H -0.6 -0.9 0.4
H -0.7 -0.1 -1.2
H -1.5 0.6 0.0
H 0.2 -0.1 1.6
H 1.1 -0.8 -0.4
H -0.5 -0.8 1.4
H -0.8 -0.8 1.1
H -0.8 1.3 0.5
H 1.5 -0.6 -0.6
H -0.6 -1.0 0.7
H -0.9 -0.2 -1.4
Cl 0.0 0.2 0.0
C 0.0 0.0 -0.1
Cl 0.1 0.1 0.3
Cl 0.2 0.2 -0.1
H -0.1 -0.2 0.0
Cl 0.2 0.0 -0.2
C -0.1 0.0 0.1
Cl 0.0 0.1 -0.1
Cl 0.1 0.1 0.0
H -0.1 -0.1 0.1
Cl 0.1 0.1 -0.2
C -0.1 0.0 0.1
Cl 0.0 0.1 0.0
Cl -0.1 0.6 0.1
H 0.1 -0.2 0.0
Cl -0.1 0.1 0.1
C -0.1 0.0 -0.1
Cl -0.1 -0.1 0.0
Cl 0.0 0.2 0.2
H 0.1 0.0 -0.2
Cl -0.1 0.1 -0.1
C 0.0 -0.1 0.1
Cl -0.2 0.0 -0.1
Cl 0.1 0.1 0.0
H 0.0 -0.2 0.0
Cl -0.1 -0.1 0.0
C 0.0 0.0 0.0
Cl 0.0 -0.1 -0.1
Cl 0.2 -0.3 0.1
H 0.0 0.2 0.0
Cl -0.1 0.1 0.1
C 0.0 0.0 0.1
Cl 0.0 0.0 0.1
Cl 0.1 0.0 0.0
H 0.1 0.0 -0.2
Cl 0.0 0.1 0.0
C 0.0 0.0 -0.1
Cl -0.1 0.1 0.1
Cl 0.1 -0.1 0.1
H -0.1 0.0 -0.2
Cl -0.1 0.0 0.0
C 0.1 0.1 0.0
Cl 0.1 -0.6 0.0
Cl 0.0 0.0 0.1
H 0.1 0.0 -0.2
Cl -0.1 -0.3 0.1
C 0.0 0.0 -0.1
Cl 0.1 -0.1 0.1
Cl 0.0 0.0 0.2
H 0.1 0.2 -0.1

Computed properties:
Energy in hartree: -16117.31872
LUMO in eV: 0.23
HOMO-LUMO gap in eV: 9.1

[3]
Here is a molecular structure, C29H44ClN5O2PtS2 in a non-equilibrium geometry from the Open Molecules 2025 dataset. Energies are from ωB97M-V/def2-TZVPD.

CARTESIAN COORDINATES (ANGSTROEM)
Pt -0.252 -0.467 -0.500
Cl 1.070 1.114 0.562
C -2.307 -3.181 -2.767
C -0.928 -1.826 -1.643
N -2.140 -1.928 -2.243
H -0.927 -4.871 -2.782
N -0.331 -3.029 -1.846
H -3.203 -3.469 -3.283
C -3.122 -0.851 -2.253
C -4.310 -1.281 -3.078
C -3.617 -0.568 -0.851
H -4.835 -2.139 -2.640
H -5.029 -0.456 -3.098
H -4.035 -1.505 -4.113
H -3.277 1.152 -2.897
H -2.166 0.148 -3.883
H -2.908 0.021 -0.255
C -2.499 0.379 -2.867
H -3.822 -1.499 -0.314
H -4.547 0.015 -0.925
H -1.661 0.773 -2.282
C -1.171 -3.862 -2.523
C 0.958 -3.393 0.166
H 0.169 -4.060 0.515
H 1.931 -3.745 0.527
C 1.005 -3.351 -1.337
H 2.958 -2.502 -1.404
C 1.465 -4.696 -1.872
H 1.572 -4.689 -2.964
H 0.782 -2.396 0.593
H 1.679 -1.256 -1.456
H 0.803 -5.517 -1.575
H 2.456 -4.918 -1.451
C 1.961 -2.272 -1.801
H 1.993 -2.247 -2.901
C 2.595 5.652 0.780
N 1.646 4.669 0.573
H 4.767 5.470 0.880
N 3.550 3.689 0.575
H 2.369 6.694 0.903
C 0.217 4.876 0.337
C -0.198 6.257 0.775
C -0.034 4.686 -1.152
H 0.320 7.039 0.213
H -1.273 6.360 0.596
H -0.033 6.394 1.848
H -1.584 3.886 0.943
H -0.323 3.972 2.221
H 0.146 3.647 -1.444
C -0.513 3.830 1.149
H 0.616 5.348 -1.739
H -1.078 4.941 -1.363
H -0.160 2.831 0.860
C 3.796 5.036 0.768
C 4.697 2.572 -1.222
H 4.913 3.558 -1.658
H 5.520 1.887 -1.459
C 4.579 2.683 0.293
H 4.772 0.578 0.640
C 5.900 3.079 0.907
H 5.797 3.184 1.994
H 3.767 2.180 -1.649
H 3.098 1.164 0.544
H 6.295 4.002 0.467
H 6.610 2.263 0.722
C 4.104 1.397 0.921
H 4.053 1.506 2.012
C 2.232 3.462 0.417
O -1.851 -5.254 0.690
S -2.899 -4.296 0.984
O -4.198 -4.517 0.390
N -2.366 -2.770 0.721
C -2.032 -2.093 1.825
S -1.186 -0.623 1.710
C -2.433 -2.767 3.054
C -2.337 -2.380 4.396
C -2.898 -3.207 5.375
C -3.510 -4.421 5.024
C -3.536 -4.858 3.683
C -2.995 -4.014 2.726
H -1.839 -1.443 4.647
H -2.864 -2.908 6.419
H -3.974 -5.052 5.781
H -3.958 -5.816 3.366

Forces on the atoms, in the same order (eV/Å):
Pt 0.1 2.0 0.3
Cl 0.5 0.2 0.3
C -0.1 -0.2 -0.3
C -0.8 -1.4 -0.1
N 0.6 0.1 0.1
H 0.0 -0.1 0.0
N -0.1 0.4 -0.2
H 0.1 -0.2 0.1
C -0.2 0.0 0.4
C -0.7 -0.1 -0.4
C -0.6 0.5 0.6
H 0.2 0.1 0.0
H 0.1 -0.1 0.0
H 0.0 -0.1 0.0
H 0.1 0.0 -0.2
H 0.0 0.2 0.0
H -0.1 -0.3 -0.2
C -0.2 0.6 -0.3
H 0.0 0.2 -0.1
H 0.1 0.0 0.0
H -0.1 -0.2 -0.1
C -0.4 -0.6 -0.3
C 0.2 -0.1 0.9
H 0.1 0.0 0.0
H 0.0 0.0 0.1
C 0.0 0.2 0.0
H -0.1 0.1 -0.2
C 0.3 -0.4 -0.2
H -0.1 0.0 0.1
H 0.0 -0.4 -0.1
H 0.1 -0.6 -0.1
H 0.0 0.2 0.0
H -0.2 0.1 -0.1
C 0.7 0.3 -0.4
H 0.1 0.0 0.2
C 0.2 -0.2 -0.1
N 0.3 -0.4 -0.1
H 0.2 -0.1 0.1
N -0.2 0.2 -0.2
H -0.1 0.0 0.0
C -0.2 -0.3 0.1
C -0.1 0.4 0.1
C -0.2 0.2 -0.2
H -0.1 0.0 0.1
H 0.1 0.0 0.0
H 0.1 0.1 -0.1
H 0.0 0.0 0.1
H -0.1 0.0 -0.2
H 0.0 0.1 0.0
C -0.3 -0.4 0.0
H -0.1 -0.1 0.1
H 0.1 -0.1 -0.1
H -0.5 0.6 0.3
C -0.4 0.1 0.1
C 0.2 0.0 -0.1
H 0.0 -0.3 0.1
H -0.2 0.1 -0.1
C 0.0 -0.3 0.0
H 0.1 0.0 0.2
C 0.3 0.2 0.1
H 0.1 0.1 -0.2
H 0.1 0.1 0.0
H 0.9 -0.1 0.3
H 0.1 -0.2 0.2
H -0.1 0.3 0.0
C -0.2 -0.4 -0.2
H 0.0 -0.1 -0.2
C 0.3 0.9 0.2
O -0.2 -0.7 -0.4
S 0.9 2.8 1.6
O -0.1 -0.5 -0.4
N -0.1 -1.4 -1.4
C -0.8 -1.6 1.1
S 0.2 0.7 0.4
C 0.7 1.0 -1.5
C -0.3 -0.3 1.0
C 0.4 0.7 -0.7
C -0.4 -0.9 -0.3
C 0.3 0.7 0.1
C -0.9 -1.6 0.5
H -0.2 -0.2 0.0
H 0.0 0.0 -0.1
H 0.2 0.2 0.0
H 0.0 0.3 0.3

Computed properties:
Energy in hartree: -2931.43574
LUMO (alpha / beta) in eV: 4.05 / 2.30
HOMO-LUMO gap (alpha / beta) in eV: 2.0 / 4.6
2S+1: 5
<S²>: 6.028
Total charge: -2

- What is the energy in the first record?
  -6858.08272 hartree

- Which of these has the highest energy?
  C29H44ClN5O2PtS2